A molecular structure, C27H32ClN3OSSn. Source: the OMol25 dataset; level of theory: ωB97M-V/def2-TZVPD.

The total charge is 0. As for the molar mass: 600.80 g mol⁻¹. As for the energy above the lowest of the compared OMol25 structures with the same formula, charge and spin: 7.2 kcal/mol. As for the HOMO-LUMO gap: 6.55 eV. As for the HOMO energy: -7.0 eV. The calculation puts the energy at -2360.18747 Ha.

Element x y z (Å)
Sn 12.814 11.952 10.480
Cl 17.433 6.338 8.904
C 16.759 7.910 9.177
C 16.187 8.581 8.156
C 15.634 9.816 8.482
C 15.674 10.389 9.761
C 15.024 11.707 9.997
C 16.274 9.650 10.756
C 16.810 8.401 10.469
H 16.159 8.284 7.137
H 15.118 10.436 7.703
H 15.037 12.401 9.145
H 15.530 12.214 10.806
H 16.414 10.020 11.739
H 17.254 7.777 11.200
C 10.733 10.938 5.188
N 11.435 11.600 6.299
C 12.872 11.431 6.135
C 10.966 11.120 7.632
C 11.635 9.933 8.221
C 11.438 8.670 7.682
C 11.882 7.541 8.397
C 12.610 7.665 9.522
C 12.891 8.940 10.042
C 12.359 10.055 9.389
H 10.990 11.406 4.191
H 9.653 10.963 5.330
H 11.049 9.879 5.116
H 13.078 11.854 5.129
H 13.260 10.415 6.151
H 13.468 11.988 6.878
H 9.851 10.951 7.481
H 10.984 11.968 8.306
H 10.819 8.595 6.754
H 11.627 6.517 8.025
H 13.068 6.794 9.969
H 13.390 9.064 10.992
C 10.265 15.745 4.735
C 9.505 14.782 5.662
C 9.706 15.035 7.112
N 10.969 14.420 7.513
C 11.799 14.733 8.484
S 13.333 14.158 8.617
N 11.375 15.627 9.441
C 10.139 15.402 10.122
O 9.498 14.374 9.845
C 9.607 16.436 11.010
C 9.930 17.805 10.919
C 9.246 18.741 11.752
C 8.231 18.341 12.630
C 7.929 16.991 12.743
C 8.588 16.090 11.941
H 10.016 15.527 3.717
H 11.362 15.770 4.956
H 9.916 16.779 5.030
H 9.826 13.759 5.453
H 8.454 14.818 5.428
H 8.873 14.611 7.668
H 9.756 16.126 7.245
H 11.287 13.595 6.932
H 12.124 16.024 10.001
H 10.652 18.113 10.166
H 9.517 19.746 11.597
H 7.740 19.090 13.214
H 7.161 16.629 13.435
H 8.387 15.020 12.051

Cartesian forces (eV/Å) of the 6 atoms listed first:
0.3 -0.5 0.0
0.2 -0.5 -0.2
0.6 -1.2 1.0
-0.9 2.1 -0.1
-0.7 1.1 -0.8
-0.8 0.4 -1.1


A molecular structure, C27H32F3N6O3PRbS2. Source: the OMol25 dataset; level of theory: ωB97M-V/def2-TZVPD.

The total charge is -1. As for the molar mass: 726.16 g mol⁻¹. As for the energy above the lowest of the compared OMol25 structures with the same formula, charge and spin: 0.0 kcal/mol. As for the HOMO-LUMO gap: 6.40 eV. As for the HOMO energy: -4.2 eV. The calculation puts the energy at -3063.86688 Ha.

Element x y z (Å)
Rb 13.105 11.103 13.148
O 9.687 8.376 11.736
S 10.333 8.822 12.969
O 11.779 8.696 13.050
N 10.155 10.387 13.211
C 8.919 10.972 13.251
C 7.641 10.334 13.111
C 6.576 11.146 12.758
C 6.609 12.533 12.779
C 7.808 13.203 13.004
C 7.966 14.584 12.892
C 9.204 15.148 12.899
C 10.262 14.296 13.333
N 10.173 12.978 13.444
C 8.983 12.399 13.301
C 9.635 7.902 14.287
C 8.831 6.764 14.068
C 8.169 6.245 15.198
C 8.361 6.765 16.507
C 9.222 7.885 16.611
C 9.948 8.387 15.565
H 7.591 9.273 12.972
H 5.612 10.661 12.483
H 5.747 13.184 12.610
H 7.149 15.184 12.535
H 9.287 16.240 12.746
H 11.248 14.649 13.592
H 8.722 6.339 13.029
H 7.399 5.488 15.021
H 7.796 6.402 17.395
H 9.298 8.341 17.599
H 10.721 9.169 15.652
F 18.247 11.067 15.843
C 17.926 12.115 16.718
F 18.564 13.300 16.320
F 18.453 11.807 17.984
C 16.425 12.285 16.680
C 15.760 12.670 17.871
C 14.354 12.726 17.930
C 13.636 12.463 16.771
N 14.153 12.128 15.613
C 15.494 12.043 15.483
S 16.249 11.825 13.971
H 16.390 12.947 18.723
H 13.865 12.970 18.861
H 12.542 12.644 16.737
C 10.988 9.044 8.923
N 11.379 10.225 8.090
C 10.982 10.137 6.686
P 12.609 11.234 8.603
O 12.909 11.210 10.077
N 14.013 11.008 7.789
C 15.064 10.246 8.546
C 14.332 11.291 6.375
N 11.973 12.633 8.055
C 12.818 13.836 8.096
C 10.535 12.960 8.258
H 9.930 9.135 9.253
H 11.504 9.072 9.880
H 11.164 8.154 8.338
H 9.930 9.971 6.657
H 11.484 9.253 6.222
H 11.204 11.022 6.116
H 15.153 10.692 9.549
H 16.005 10.429 8.028
H 14.872 9.159 8.647
H 13.880 12.227 5.991
H 14.138 10.491 5.675
H 15.428 11.421 6.374
H 13.660 13.722 8.803
H 12.260 14.707 8.440
H 13.301 14.027 7.099
H 9.939 12.069 8.477
H 10.145 13.555 7.404
H 10.371 13.580 9.160

Cartesian forces (eV/Å) of the 6 atoms listed first:
-0.2 0.2 -0.5
0.2 -0.4 0.7
0.7 1.7 -1.8
0.0 -1.2 0.0
-1.0 -0.9 0.8
-0.3 -1.3 -0.4


A molecular structure, C27H32FIN6Sn. Source: the OMol25 dataset; level of theory: ωB97M-V/def2-TZVPD.

The total charge is 0. As for the molar mass: 705.21 g mol⁻¹. As for the HOMO-LUMO gap: 8.21 eV. As for the HOMO energy: -7.8 eV. The calculation puts the energy at -1988.45711 Ha.

Element x y z (Å)
Sn 1.617 -2.239 0.997
N -2.116 -0.849 3.158
C -2.571 -1.345 1.942
C -1.458 -1.828 1.336
N -0.347 -1.582 2.170
C -0.791 -1.044 3.265
C -0.049 -0.435 4.347
N -0.556 0.510 5.095
C 0.503 1.123 5.705
C 1.670 0.430 5.392
N 1.319 -0.519 4.484
H -2.643 -0.322 3.877
H -3.630 -1.392 1.654
H -1.204 -2.288 0.357
H 0.373 1.872 6.459
H 2.660 0.557 5.741
H 1.920 -1.189 4.117
C -0.964 -1.858 -4.178
C 0.484 -1.932 -4.167
C 1.185 -2.551 -5.222
C 2.519 -2.553 -5.298
C 3.233 -1.830 -4.306
C 2.624 -1.131 -3.316
C 3.379 -0.386 -2.226
C 1.183 -1.193 -3.244
N 0.483 -0.479 -2.250
C 0.244 0.750 -2.384
C 0.782 1.523 -3.576
C -0.428 1.504 -1.276
C -0.784 2.901 -1.627
N -0.742 0.897 -0.238
C -1.375 1.716 0.806
C -0.544 2.324 1.728
C 0.910 2.027 1.808
C -1.168 2.982 2.821
C -2.525 3.217 2.785
C -3.350 2.786 1.769
C -2.758 1.923 0.823
C -3.648 1.177 -0.107
H -1.431 -2.495 -4.907
H -1.288 -0.837 -4.431
H -1.448 -2.064 -3.221
H 0.574 -3.160 -5.903
H 3.057 -2.910 -6.188
H 4.381 -1.873 -4.345
H 4.108 0.307 -2.678
H 3.877 -1.138 -1.622
H 2.750 0.112 -1.493
H 1.214 0.803 -4.276
H 1.399 2.348 -3.219
H -0.026 1.979 -4.155
H -1.128 2.928 -2.616
H 0.117 3.548 -1.691
H -1.599 3.335 -1.039
H 0.974 1.010 1.322
H 1.285 2.023 2.808
H 1.461 2.778 1.173
H -0.502 3.292 3.612
H -2.936 3.788 3.617
H -4.397 3.042 1.810
H -3.211 1.043 -1.063
H -4.537 1.689 -0.425
H -3.828 0.197 0.368
I -0.003 -5.460 0.641
C 1.405 -4.333 1.735
H 2.414 -4.782 1.534
H 1.186 -4.569 2.756
F 2.699 -1.877 2.672

Cartesian forces (eV/Å) of the 6 atoms listed first:
-0.1 -0.2 0.6
-1.4 0.4 0.9
0.0 -0.3 0.3
1.5 0.0 -0.3
0.1 -1.3 -1.5
-0.7 0.8 0.0


A molecular structure, C27H32N10O5RhS3. Source: the OMol25 dataset; level of theory: ωB97M-V/def2-TZVPD.

The total charge is +3. As for the molar mass: 775.73 g mol⁻¹. As for the energy above the lowest of the compared OMol25 structures with the same formula, charge and spin: 0.0 kcal/mol. As for the HOMO-LUMO gap: 6.47 eV. As for the HOMO energy: -16.1 eV. The calculation puts the energy at -3276.03286 Ha.

Element x y z (Å)
Rh -0.765 -0.264 -1.037
N -0.490 3.784 -1.138
C 0.036 3.665 -2.421
C 0.536 4.613 -3.309
C 0.992 4.137 -4.519
C 0.946 2.769 -4.845
C 0.446 1.832 -3.967
C -0.008 2.305 -2.736
N -0.546 1.646 -1.636
C -0.810 2.560 -0.716
C -1.412 2.066 0.503
C -1.933 2.631 1.617
S -2.563 1.427 2.650
C -2.134 0.216 1.558
N -1.534 0.685 0.493
H -0.536 4.630 -0.592
H 0.569 5.666 -3.065
H 1.393 4.833 -5.242
H 1.309 2.449 -5.812
H 0.399 0.783 -4.233
H -1.976 3.674 1.885
H -2.335 -0.834 1.703
N -0.851 -2.215 -0.495
C -0.665 -3.363 -0.481
N -0.482 -4.635 -0.456
C -1.523 -5.580 -0.939
C -1.504 -6.808 -0.043
O -0.208 -7.357 0.003
C 0.710 -6.475 0.610
C 0.868 -5.220 -0.232
H -1.281 -5.856 -1.967
H -2.489 -5.079 -0.912
H -2.164 -7.570 -0.453
H -1.847 -6.547 0.967
H 1.664 -6.994 0.674
H 0.379 -6.215 1.623
H 1.295 -5.466 -1.206
H 1.493 -4.480 0.264
S -2.724 -0.219 -2.275
C -3.946 -1.270 -1.665
N -4.988 -1.494 -2.514
C -6.067 -2.220 -2.165
C -6.113 -2.767 -0.913
C -5.014 -2.525 -0.090
N -3.957 -1.798 -0.448
H -4.945 -1.085 -3.442
H -6.843 -2.329 -2.910
H -6.957 -3.354 -0.586
H -4.987 -2.939 0.912
C 2.960 5.412 2.999
C 1.908 4.459 3.550
S 1.788 2.934 2.656
O 1.542 3.210 1.250
O 0.836 2.066 3.321
C 3.415 2.209 2.806
C 3.444 0.729 2.438
N 2.785 0.446 1.151
C 1.581 -0.144 1.033
N 1.157 -0.066 -0.234
C 2.132 0.580 -0.955
C 3.130 0.895 -0.106
N 4.351 1.584 -0.445
O 4.444 1.953 -1.590
O 5.167 1.738 0.441
C 0.875 -0.836 2.142
H 2.891 6.359 3.531
H 2.804 5.602 1.939
H 3.970 5.031 3.145
H 0.898 4.870 3.480
H 2.080 4.182 4.592
H 3.727 2.315 3.847
H 4.082 2.792 2.174
H 2.920 0.145 3.188
H 4.478 0.399 2.389
H 2.083 0.778 -2.011
H 0.466 -0.118 2.854
H 1.560 -1.488 2.684
H 0.087 -1.454 1.725

Cartesian forces (eV/Å) of the 6 atoms listed first:
0.0 0.1 0.0
0.0 0.0 0.0
0.0 0.0 0.0
0.0 0.0 0.0
0.0 0.0 0.0
0.0 0.0 0.0


A molecular structure, C27H32N10O5RhS3. Source: the OMol25 dataset; level of theory: ωB97M-V/def2-TZVPD.

The total charge is +3. The expectation value of S² is 6.020. As for the molar mass: 775.73 g mol⁻¹. As for the HOMO-LUMO gap (spin up / spin down): 6.77 / 4.14 eV. As for the HOMO energy (spin up / spin down): -15.9 / -15.9 eV. The calculation puts the energy at -3275.86659 Ha. The spin multiplicity is 5.

Element x y z (Å)
Rh 1.638 -0.566 0.444
N 1.978 -1.197 -3.752
C 1.181 -0.083 -3.998
C 0.585 0.379 -5.168
C -0.092 1.577 -5.074
C -0.153 2.296 -3.865
C 0.435 1.824 -2.711
C 1.091 0.594 -2.781
N 1.813 -0.120 -1.816
C 2.322 -1.155 -2.454
C 3.205 -2.071 -1.746
C 4.134 -2.941 -2.217
S 4.996 -3.621 -0.913
C 4.084 -2.715 0.181
N 3.175 -1.947 -0.372
H 2.249 -1.898 -4.423
H 0.665 -0.156 -6.103
H -0.553 1.995 -5.959
H -0.655 3.255 -3.851
H 0.424 2.409 -1.803
H 4.371 -3.192 -3.237
H 4.254 -2.770 1.244
N 0.874 -0.164 2.409
C 0.276 0.590 3.075
N -0.445 1.415 3.737
C 0.072 2.706 4.262
C -0.158 2.732 5.764
O -1.515 2.507 6.061
C -1.956 1.236 5.639
C -1.849 1.109 4.129
H -0.500 3.497 3.772
H 1.125 2.804 4.001
H 0.099 3.714 6.158
H 0.470 1.978 6.259
H -2.998 1.144 5.941
H -1.375 0.446 6.133
H -2.481 1.847 3.633
H -2.105 0.110 3.779
S 3.774 -0.552 3.285
C 4.655 -1.693 4.274
N 4.587 -1.577 5.628
C 5.292 -2.372 6.444
C 6.136 -3.307 5.881
C 6.173 -3.381 4.496
N 5.419 -2.600 3.707
H 3.998 -0.850 6.024
H 5.165 -2.226 7.508
H 6.739 -3.953 6.504
H 6.811 -4.096 3.992
C -3.528 -1.157 -5.647
C -4.420 0.071 -5.568
S -5.052 0.405 -3.950
O -5.428 -0.841 -3.327
O -5.976 1.495 -4.041
C -3.620 1.003 -3.023
C -3.668 0.417 -1.621
N -2.403 0.641 -0.893
C -1.400 -0.257 -0.826
N -0.399 0.213 -0.086
C -0.762 1.465 0.332
C -1.998 1.723 -0.153
N -2.781 2.913 0.083
O -2.458 3.559 1.060
O -3.697 3.145 -0.670
C -1.445 -1.593 -1.472
H -3.324 -1.394 -6.690
H -4.016 -2.015 -5.190
H -2.567 -0.988 -5.153
H -5.329 -0.042 -6.163
H -3.922 0.987 -5.890
H -3.703 2.088 -2.996
H -2.713 0.711 -3.555
H -3.836 -0.656 -1.656
H -4.476 0.857 -1.041
H -0.144 2.111 0.929
H -1.560 -1.501 -2.553
H -2.279 -2.186 -1.096
H -0.520 -2.130 -1.266

Cartesian forces (eV/Å) of the 6 atoms listed first:
-0.5 0.2 -0.5
-0.1 0.1 0.1
0.0 -0.1 -0.1
0.0 0.0 0.1
0.0 0.0 0.0
0.0 0.0 0.0


A molecular structure, C27H32N2O5. Source: the OMol25 dataset; level of theory: ωB97M-V/def2-TZVPD.

The total charge is 0. As for the molar mass: 464.56 g mol⁻¹. As for the energy above the lowest of the compared OMol25 structures with the same formula, charge and spin: 521.5 kcal/mol. As for the HOMO-LUMO gap: 7.58 eV. As for the HOMO energy: -7.8 eV. The calculation puts the energy at -1532.97738 Ha.

Element x y z (Å)
C 3.931 -2.805 -2.932
C 3.060 -2.142 -4.090
H 3.239 -2.745 -5.054
H 3.327 -1.048 -4.158
O 1.763 -2.076 -3.658
C 1.082 -1.477 -2.581
C 1.575 -0.432 -1.880
C 1.196 0.311 -1.045
C -0.131 -0.013 -0.702
C -0.873 -1.068 -1.411
C -0.087 -2.048 -2.258
O -0.543 -2.963 -2.894
C -1.978 -3.153 -2.671
H -2.155 -4.354 -3.255
H -1.954 -3.545 -1.585
H -2.857 -2.642 -2.796
H -1.996 -1.241 -1.127
C -1.088 0.805 0.313
N -0.763 2.150 -0.098
C -0.348 2.803 1.086
O 0.081 4.127 1.092
C -0.132 1.717 2.240
C -0.466 0.531 1.670
C -0.509 -0.663 2.561
O -0.476 -1.683 2.090
C 0.209 -0.254 3.704
C 0.289 -1.089 4.727
C 1.019 -1.143 5.929
C 1.211 0.278 6.407
C 1.062 1.311 5.369
C 0.691 0.990 4.112
O 0.569 2.213 3.307
H 1.437 2.278 5.595
C 1.866 0.713 7.675
H 2.117 1.702 7.781
H 2.871 -0.190 7.761
H 1.355 0.394 8.390
C 0.865 -2.275 6.998
H 0.746 -3.114 6.551
H 0.518 -2.083 7.991
H 1.946 -2.257 7.183
H -0.087 -2.416 4.614
C -1.084 2.823 -1.189
H -1.047 3.992 -1.111
C -2.302 2.415 -1.797
C -2.605 2.952 -3.506
N -2.310 2.021 -4.459
C -3.171 0.878 -4.551
H -2.752 0.231 -5.427
H -4.085 0.997 -4.241
H -2.780 0.033 -3.659
C -0.746 1.584 -4.492
H -0.121 2.492 -4.634
H -0.615 0.947 -3.703
H -0.777 1.097 -5.506
H -3.749 2.981 -3.541
H -1.924 3.883 -3.495
H -3.227 2.850 -1.190
H -2.514 1.252 -1.885
H -0.531 2.321 -2.056
H -2.026 0.610 0.163
H 1.481 1.054 -0.586
H 2.836 -0.171 -2.282
H 3.810 -2.292 -1.765
H 3.689 -3.739 -2.789
H 4.973 -2.617 -3.249

Cartesian forces (eV/Å) of the 6 atoms listed first:
1.2 7.2 0.9
2.2 1.2 2.6
-0.9 1.1 1.4
0.8 -1.1 -0.7
-3.8 -1.2 -0.4
3.3 -1.7 -1.9


A single C27H32N4O4 molecule. Source: the OMol25 dataset; level of theory: ωB97M-V/def2-TZVPD.

The total charge is 0. As for the molar mass: 476.58 g mol⁻¹. As for the energy above the lowest of the compared OMol25 structures with the same formula, charge and spin: 113.7 kcal/mol. As for the HOMO-LUMO gap: 8.40 eV. As for the HOMO energy: -7.8 eV. The calculation puts the energy at -1568.01324 Ha.

Element x y z (Å)
C 0.294 8.284 0.800
H 0.165 9.065 0.051
O -0.101 7.093 0.155
C -0.067 5.891 0.786
C -0.461 4.823 -0.019
C -0.506 3.526 0.449
C -0.143 3.263 1.763
C 0.279 4.317 2.569
C 0.320 5.626 2.116
O 0.719 6.674 2.905
C 1.133 6.404 4.222
H 0.322 5.976 4.820
H 1.417 7.370 4.638
H 1.996 5.732 4.244
H 0.575 4.069 3.575
C -0.134 1.906 2.372
O 0.598 1.608 3.299
N -1.029 1.031 1.848
H -1.591 1.316 1.064
C -1.075 -0.340 2.292
H -2.077 -0.748 2.159
H -0.835 -0.322 3.359
C -0.035 -1.247 1.591
N -0.547 -1.887 0.385
C -1.139 -0.978 -0.577
C -1.732 -1.766 -1.747
N -0.690 -2.528 -2.390
C -0.885 -2.965 -3.701
C -2.136 -2.966 -4.311
C -2.300 -3.337 -5.635
C -1.207 -3.729 -6.378
C 0.053 -3.737 -5.797
C 0.231 -3.351 -4.480
O 1.455 -3.299 -3.862
C 2.601 -3.611 -4.612
H 2.590 -4.651 -4.957
H 2.717 -2.944 -5.472
H 3.442 -3.469 -3.933
H 0.899 -4.035 -6.397
H -1.319 -4.027 -7.409
H -3.285 -3.326 -6.075
H -3.007 -2.684 -3.739
C -0.078 -3.435 -1.441
C 0.506 -2.637 -0.283
H 0.965 -3.322 0.433
H 1.287 -1.961 -0.673
H 0.713 -3.998 -1.931
H -0.828 -4.140 -1.044
H -2.157 -1.060 -2.464
H -2.534 -2.414 -1.356
H -1.953 -0.426 -0.105
H -0.393 -0.260 -0.968
C 0.371 -2.298 2.594
C -0.355 -3.476 2.743
N -0.068 -4.404 3.637
C 0.961 -4.200 4.443
C 1.747 -3.059 4.395
C 1.443 -2.090 3.453
H 2.017 -1.177 3.389
H 2.573 -2.929 5.077
H 1.157 -4.988 5.159
H -1.201 -3.678 2.100
H 0.845 -0.614 1.365
H -0.792 2.736 -0.229
H -0.732 5.052 -1.037
H -0.334 8.503 1.666
H 1.339 8.247 1.111

Cartesian forces (eV/Å) of the 6 atoms listed first:
0.1 0.5 0.1
0.0 0.0 0.1
-0.1 -0.4 0.0
0.0 -0.2 -0.1
0.0 0.2 0.1
0.0 0.0 0.2